DFT (ωB97M-V/def2-TZVPD) results for C34H36ClN4O7RbTe as an isolated structure at a distorted geometry.

Charge   -2
Spin multiplicity   1
Highest occupied orbital energy   0.684 eV
Maximum force   0.10060 Eh/bohr
Relative energy (zero: lowest compared OMol25 entry of this formula, charge and spin)   11.4 kcal/mol
Lowest unoccupied orbital energy   3.56 eV

Geometry (Å):
Rb (-9.281, 17.393, 7.852)
C (-6.360, 14.715, 5.223)
C (-7.768, 14.772, 5.708)
O (-8.039, 15.302, 6.826)
C (-8.679, 14.059, 4.885)
C (-10.049, 13.873, 5.018)
C (-10.761, 12.859, 4.272)
N (-10.672, 14.786, 5.807)
N (-11.899, 14.471, 6.092)
C (-12.465, 15.212, 7.137)
O (-12.056, 16.338, 7.472)
C (-13.567, 14.445, 7.782)
C (-13.705, 14.654, 9.171)
C (-14.574, 13.918, 9.948)
C (-15.330, 12.881, 9.297)
C (-15.190, 12.635, 7.945)
C (-14.255, 13.367, 7.187)
H (-5.819, 13.842, 5.633)
H (-5.802, 15.623, 5.521)
H (-6.426, 14.666, 4.144)
H (-8.149, 13.404, 4.163)
H (-10.739, 11.874, 4.710)
H (-10.360, 12.733, 3.248)
H (-11.837, 13.146, 4.253)
H (-13.104, 15.505, 9.648)
H (-14.718, 14.177, 10.999)
H (-16.049, 12.282, 9.857)
H (-15.789, 11.854, 7.472)
H (-14.089, 13.184, 6.148)
C (-7.744, 13.909, 11.542)
C (-8.388, 14.299, 12.733)
C (-9.223, 15.399, 12.735)
C (-9.308, 16.225, 11.560)
N (-8.692, 15.853, 10.478)
C (-7.934, 14.759, 10.440)
C (-10.054, 17.491, 11.585)
C (-10.892, 17.781, 12.704)
C (-11.365, 19.077, 12.862)
C (-11.157, 19.967, 11.809)
C (-10.379, 19.611, 10.758)
N (-9.912, 18.357, 10.601)
H (-7.085, 13.005, 11.577)
H (-8.171, 13.746, 13.651)
H (-9.761, 15.663, 13.609)
H (-7.465, 14.615, 9.473)
H (-11.274, 17.094, 13.442)
H (-11.895, 19.434, 13.735)
H (-11.570, 20.979, 11.949)
H (-9.966, 20.388, 10.111)
C (-15.845, 20.044, 6.947)
Te (-14.062, 18.763, 6.566)
C (-15.217, 18.092, 4.856)
C (-16.449, 18.900, 4.751)
C (-17.407, 18.604, 3.803)
C (-18.661, 19.177, 3.840)
C (-18.969, 20.192, 4.747)
C (-18.033, 20.546, 5.730)
C (-16.768, 19.814, 5.797)
H (-15.540, 21.082, 7.026)
H (-16.267, 19.772, 7.929)
H (-15.375, 16.999, 4.905)
H (-14.571, 18.248, 3.937)
H (-17.137, 17.846, 3.035)
H (-19.376, 18.906, 3.117)
H (-19.947, 20.677, 4.715)
H (-18.288, 21.317, 6.431)
C (-7.542, 21.363, 3.950)
C (-7.919, 20.808, 2.567)
C (-8.406, 19.338, 2.829)
O (-8.501, 19.240, 4.283)
C (-7.511, 20.137, 4.894)
H (-8.313, 22.082, 4.376)
H (-6.623, 21.969, 3.968)
H (-7.198, 20.861, 1.769)
H (-8.755, 21.290, 2.025)
H (-7.644, 18.639, 2.518)
H (-9.384, 19.037, 2.391)
H (-6.550, 19.615, 4.908)
H (-7.836, 20.212, 5.950)
O (-5.578, 19.821, 7.572)
Cl (-6.689, 19.975, 8.601)
O (-6.608, 21.221, 9.313)
O (-6.675, 18.848, 9.496)
O (-7.986, 19.912, 7.808)

Here are the Löwdin charges for atoms 1 to 6, given in e: 0.857 -0.080 -0.549 -0.259 -0.096 -0.392